Density functional theory data (wB97M-V/def2-TZVPD) for a 2-piece molecular cluster, CH7N2 overall at a distorted geometry.

Each line ends with the Löwdin charge.
CARTESIAN COORDINATES (ANGSTROEM)
1 N 1.488 -0.170 0.869  0.021
2 H 2.075 0.631 1.088  0.059
3 H 1.201 -0.455 1.815  0.064
4 H 0.070 -0.217 -0.163  0.066
5 H 2.212 -0.892 0.780  0.066
6 C -1.713 0.462 -0.617  0.152
7 N -0.661 -0.190 -0.934  0.166
8 H -2.584 0.436 -1.264  0.123
9 H -1.512 1.187 0.173  0.127
10 H -0.577 -0.792 -1.748  0.156

Cartesian forces (eV/Å) of the 6 atoms listed first:
N 0.679 -0.916 1.447
H -0.218 0.487 -0.334
H -0.514 0.339 -0.128
H 1.069 0.166 -0.757
H -0.204 0.016 -0.838
C 1.298 0.473 -1.168

The calculation puts the maximum force at 0.03583 Eh/bohr. The energy relative to the best compared isomer or geometry (same formula, charge and spin) is 9.11 kcal/mol. The HOMO energy comes out at -0.5973 hartree. The LUMO energy comes out at -0.1917 Eh. The charge is +1. Its HOMO-LUMO gap is 11.0 eV.


Density functional theory data (wB97M-V/def2-TZVPD) for C5H10O as an isolated structure.

Each line ends with the Löwdin charge.
CARTESIAN COORDINATES (ANGSTROEM)
1 C -1.740 -0.095 0.979  -0.084
2 C -1.039 0.421 -0.258  -0.322
3 C -0.056 1.575 -0.124  -0.103
4 C 0.417 0.210 -0.457  -0.329
5 C 1.323 -0.641 0.215  -0.012
6 O 2.135 -1.178 -1.314  -0.099
7 H -1.990 -1.159 0.884  0.071
8 H -1.098 0.015 1.862  0.078
9 H -2.674 0.445 1.176  0.072
10 H -1.669 0.438 -1.149  0.123
11 H -0.053 2.351 -0.887  0.090
12 H 0.093 1.960 0.885  0.101
13 H 1.297 -0.423 -1.548  0.130
14 H 2.215 -0.241 0.691  0.104
15 H 1.010 -1.610 0.603  0.103
16 H 1.827 -2.069 -1.559  0.078

Cartesian forces (eV/Å) of the 6 atoms listed first:
C 0.007 -0.044 0.070
C -0.195 -0.004 -0.023
C -0.064 0.294 0.033
C -0.018 -0.013 0.297
C -0.194 0.137 0.183
O -0.085 -0.166 -0.391

The calculation puts the maximum force at 0.00842 Eh/bohr. The energy relative to the best compared isomer or geometry (same formula, charge and spin) is 102.66 kcal/mol. The HOMO energy comes out at -0.2932 hartree. The LUMO energy comes out at 0.0340 Eh. Its HOMO-LUMO gap is 8.9 eV.


Density functional theory data (wB97M-V/def2-TZVPD) for a 2-piece molecular cluster, C7H16N2O3 overall at a distorted geometry.

Each line ends with the Löwdin charge.
CARTESIAN COORDINATES (ANGSTROEM)
1 C 3.685 -1.754 0.158  -0.095
2 C 2.422 -1.067 -0.498  -0.260
3 C 1.961 0.172 0.180  -0.136
4 C 0.415 0.313 0.410  -0.263
5 C 0.031 1.648 0.699  -0.192
6 C -0.446 2.562 -0.558  -0.065
7 N -0.255 -0.729 0.537  0.127
8 N -0.976 -1.624 0.863  -0.099
9 O -1.682 -2.401 0.200  -0.062
10 H 3.475 -1.607 1.298  0.101
11 H 3.739 -2.739 -0.218  0.041
12 H 4.588 -1.141 -0.156  0.085
13 H 1.674 -1.800 -0.586  0.074
14 H 2.785 -0.915 -1.574  0.130
15 H 2.141 1.024 -0.421  0.098
16 H 2.409 0.391 1.136  0.116
17 H -0.915 1.692 1.227  0.102
18 H 0.773 2.210 1.294  0.127
19 H -0.797 1.864 -1.355  0.067
20 H 0.474 3.200 -0.950  0.101
21 H -1.239 3.194 -0.093  0.073
22 C -3.352 0.012 -0.970  -0.083
23 O -3.239 -0.046 0.425  -0.223
24 O -3.997 -1.068 1.097  -0.007
25 H -2.663 -0.560 -1.437  0.038
26 H -3.252 1.018 -1.225  0.071
27 H -4.337 -0.340 -1.158  0.090
28 H -3.423 -1.511 1.675  0.043

Cartesian forces (eV/Å) of the 6 atoms listed first:
C -1.045 3.478 1.446
C 3.075 -0.710 -1.676
C -2.048 0.284 -0.222
C 3.506 -1.685 0.111
C -2.585 3.652 -0.475
C 2.331 -0.002 0.426

The calculation puts the maximum force at 0.08750 Eh/bohr. The energy relative to the best compared isomer or geometry (same formula, charge and spin) is 183.49 kcal/mol. The HOMO energy comes out at -0.3107 hartree. The LUMO energy comes out at 0.0221 Eh. Its HOMO-LUMO gap is 9.1 eV.


Density functional theory data (wB97M-V/def2-TZVPD) for C4H6CuO3 as an isolated structure at a distorted geometry.

Each line ends with the Löwdin charge.
CARTESIAN COORDINATES (ANGSTROEM)
1 H 1.009 3.110 0.983  0.302
2 O -0.341 1.253 0.390  0.232
3 C -0.297 0.012 -0.280  -0.419
4 O 0.335 -0.902 0.190  0.120
5 Cu 1.131 -2.433 0.514  1.502
6 O -0.998 0.114 -1.314  0.183
7 C -1.321 -1.067 -2.107  0.116
8 H -0.390 -1.478 -2.510  0.128
9 H -1.841 -1.781 -1.460  0.133
10 H -1.973 -0.696 -2.898  0.147
11 C 0.638 1.656 1.078  0.043
12 C 0.573 2.582 2.147  0.190
13 H -0.396 2.632 2.657  0.167
14 H 1.483 2.574 2.761  0.154

Cartesian forces (eV/Å) of the 6 atoms listed first:
H -0.922 0.384 1.485
O -0.913 -2.127 -1.582
C -3.043 4.527 -2.892
O 1.636 -1.549 1.857
Cu 0.508 -1.366 0.039
O 0.738 -0.027 1.540

The calculation puts the maximum force at 0.12007 Eh/bohr. Its spin multiplicity is 3. The energy relative to the best compared isomer or geometry (same formula, charge and spin) is 0.00 kcal/mol. The HOMO energy (alpha / beta) comes out at -0.8782 / -0.9343 hartree. The LUMO energy (alpha / beta) comes out at -0.5952 / -0.7379 Eh. The charge is +3. Its HOMO-LUMO gap (alpha / beta) is 7.7 / 5.3 eV.


Density functional theory data (wB97M-V/def2-TZVPD) for a 5-piece molecular cluster, C15H30O5 overall at a distorted geometry.

Each line ends with the Löwdin charge.
CARTESIAN COORDINATES (ANGSTROEM)
1 C -0.392 3.457 5.646  -0.035
2 C -0.657 4.311 6.794  -0.485
3 C -2.043 4.773 7.172  -0.027
4 O 0.300 4.683 7.509  0.027
5 H 0.506 2.843 5.718  0.093
6 H -0.243 4.101 4.780  0.095
7 H -1.263 2.821 5.487  0.084
8 H -2.465 5.440 6.420  0.087
9 H -2.121 5.263 8.143  0.081
10 H -2.668 3.899 7.356  0.081
11 C 4.986 0.736 -6.263  -0.030
12 C 6.209 0.111 -5.530  -0.418
13 C 6.006 -0.927 -4.419  -0.019
14 O 7.349 0.478 -5.948  0.000
15 H 4.067 0.897 -5.700  0.071
16 H 4.861 0.034 -7.088  0.086
17 H 5.324 1.711 -6.614  0.075
18 H 6.573 -1.852 -4.521  0.084
19 H 4.948 -1.148 -4.561  0.065
20 H 6.108 -0.444 -3.447  0.086
21 C -8.482 0.045 4.607  -0.029
22 C -7.307 0.763 4.034  -0.530
23 C -6.334 0.037 3.176  -0.022
24 O -7.124 1.921 4.347  0.057
25 H -8.282 -1.022 4.518  0.073
26 H -9.390 0.163 4.015  0.091
27 H -8.655 0.289 5.655  0.090
28 H -6.990 -0.585 2.566  0.083
29 H -5.713 -0.503 3.891  0.099
30 H -5.807 0.725 2.515  0.088
31 C 2.658 -8.088 -4.055  -0.023
32 C 2.273 -6.658 -4.377  -0.488
33 C 1.598 -5.814 -3.385  -0.037
34 O 2.499 -6.109 -5.476  0.025
35 H 3.418 -8.637 -4.612  0.080
36 H 1.778 -8.635 -4.394  0.089
37 H 3.002 -8.237 -3.032  0.080
38 H 0.633 -6.320 -3.342  0.096
39 H 1.664 -4.774 -3.704  0.094
40 H 1.939 -5.889 -2.352  0.084
41 C -0.564 2.500 -1.472  -0.029
42 C 0.838 2.045 -1.037  -0.466
43 C 1.954 3.072 -0.905  -0.023
44 O 0.996 0.840 -0.839  0.038
45 H -1.275 1.676 -1.525  0.077
46 H -0.538 2.985 -2.448  0.078
47 H -0.912 3.174 -0.689  0.078
48 H 2.911 2.551 -0.917  0.079
49 H 1.824 3.556 0.064  0.087
50 H 2.004 3.744 -1.761  0.080

Cartesian forces (eV/Å) of the 6 atoms listed first:
C -0.510 -0.855 -1.180
C 2.698 2.003 3.599
C -0.394 -0.420 0.267
O -1.868 -0.742 -1.437
H -0.065 0.210 0.417
H -0.224 0.006 -0.219

The calculation puts the maximum force at 0.09575 Eh/bohr. The energy relative to the best compared isomer or geometry (same formula, charge and spin) is 41.75 kcal/mol. The HOMO energy comes out at -0.3509 hartree. The LUMO energy comes out at 0.0126 Eh. Its HOMO-LUMO gap is 9.9 eV.


Density functional theory data (wB97M-V/def2-TZVPD) for a 2-piece molecular cluster, FO4P overall at a distorted geometry.

Each line ends with the Löwdin charge.
CARTESIAN COORDINATES (ANGSTROEM)
1 O 0.831 -1.686 0.098  -0.468
2 O -1.424 -0.706 0.585  -0.463
3 O -0.368 -0.280 -1.741  -0.464
4 O 0.995 1.076 0.819  -0.387
5 F 0.182 2.287 0.539  -0.378
6 P -0.215 -0.692 -0.300  0.161

Atomic forces in eV per Å
O 0.619 0.031 -0.433
O -0.327 0.514 -0.211
O 0.349 0.193 0.617
O -0.754 -0.475 -0.810
F 0.204 0.006 0.136
P -0.091 -0.268 0.701

The calculation puts the maximum force at 0.02342 Eh/bohr. The energy relative to the best compared isomer or geometry (same formula, charge and spin) is 0.00 kcal/mol. The HOMO energy comes out at -0.0020 hartree. The LUMO energy comes out at 0.2821 Eh. The charge is -2. Its HOMO-LUMO gap is 7.7 eV.